[1]
ORCA calculation (ωB97M-V/def2-TZVPD) on a molecular structure, C35H74NO17 at a distorted geometry.

Results
HOMO   -0.4270 Ha
LUMO   -1.5 eV
Net charge   +1
Frontier orbital gap   10.116 eV
Energy above the lowest of the compared OMol25 structures with the same formula, charge and spin   1.8243 eV

Last column: Mulliken charge in e.
Element x y z (Å)
N1 0.36 0.01 -0.36  2.07
H1 1.01 -0.42 0.32  -0.64
H2 -0.63 -0.19 0.21  0.12
H3 0.39 -0.28 -1.29  -0.17
H4 0.56 1.10 -0.35  0.00
O1 0.32 3.30 -1.95  -0.35
C1 0.47 4.49 -1.84  0.56
O2 0.71 5.15 -0.75  -0.37
C2 1.10 4.42 0.33  0.84
C3 1.86 5.33 1.25  -1.19
C4 0.18 5.38 -3.15  -1.01
H5 1.78 3.33 0.06  -0.36
H6 0.31 4.01 0.88  0.14
H7 2.04 4.93 2.35  0.18
H8 1.39 6.33 1.32  0.41
H9 2.96 5.72 0.87  0.23
H10 -0.92 4.84 -3.69  0.19
H11 1.02 5.39 -3.86  0.33
H12 0.01 6.44 -2.84  0.35
O3 -5.39 0.16 1.91  -0.59
C5 -5.03 -0.98 2.26  0.28
O4 -5.63 -1.54 3.30  -0.29
C6 -6.31 -0.78 4.24  0.14
C7 -6.88 -1.86 5.31  -1.33
C8 -4.05 -1.73 1.42  -0.16
H13 -7.33 -0.24 3.88  0.20
H14 -5.59 -0.17 4.61  0.14
H15 -5.89 -2.37 5.69  0.28
H16 -7.19 -2.62 4.92  0.59
H17 -7.38 -1.45 6.29  0.27
H18 -3.30 -2.13 2.25  0.07
H19 -3.43 -1.07 0.78  -0.12
H20 -4.61 -2.27 0.75  0.47
O5 0.25 -0.39 -3.47  -0.46
C9 0.36 0.33 -4.45  0.40
O6 1.42 0.30 -5.30  -0.35
C10 2.36 -0.85 -5.25  0.30
C11 3.46 -0.36 -6.12  -1.81
C12 -0.51 1.64 -4.71  -0.49
H21 2.22 -1.81 -5.87  0.19
H22 2.52 -1.28 -4.38  0.10
H23 3.00 -0.20 -7.04  0.45
H24 4.33 -1.06 -6.25  0.38
H25 3.87 0.49 -5.84  0.54
H26 -1.24 1.84 -3.85  -0.20
H27 -1.09 1.53 -5.66  0.46
H28 0.22 2.46 -4.68  0.25
O7 1.83 -2.42 -1.29  -0.08
C13 1.81 -3.44 -1.98  0.48
O8 2.50 -4.52 -1.91  -0.36
C14 3.41 -4.68 -0.86  0.29
C15 4.14 -5.99 -0.92  -1.57
C16 0.72 -3.60 -3.14  -0.87
H29 3.02 -4.61 0.04  0.20
H30 4.13 -3.81 -1.06  0.05
H31 5.04 -5.93 -0.12  0.31
H32 4.56 -6.14 -1.93  0.33
H33 3.42 -6.62 -0.86  0.51
H34 0.40 -4.58 -3.17  0.48
H35 1.43 -3.33 -3.89  0.33
H36 0.01 -2.84 -2.81  -0.09
O9 3.05 0.86 -0.26  -0.46
C17 4.22 0.97 -0.57  0.63
O10 5.06 1.83 0.03  -0.39
C18 4.63 2.90 0.92  0.85
C19 5.86 3.74 1.30  -1.34
C20 4.82 0.09 -1.60  -0.27
H37 4.03 2.61 1.86  -0.15
H38 3.91 3.66 0.53  -0.25
H39 6.60 4.04 0.66  0.45
H40 6.50 3.04 1.94  0.29
H41 5.46 4.77 1.76  0.29
H42 5.74 0.35 -2.14  0.37
H43 4.06 0.23 -2.52  -0.08
H44 4.73 -1.09 -1.42  -0.02
O11 -0.01 -2.02 2.28  -0.29
C21 0.58 -2.01 3.35  0.72
O12 1.96 -1.97 3.57  -0.33
C22 2.80 -2.14 2.40  0.69
C23 4.28 -1.90 2.91  -1.53
C24 -0.10 -2.04 4.68  -1.49
H45 2.61 -1.29 1.68  -0.50
H46 2.66 -2.99 1.81  0.27
H47 4.40 -0.88 3.31  0.24
H48 4.89 -2.00 1.90  0.28
H49 4.54 -2.54 3.53  0.68
H50 0.53 -1.65 5.35  0.52
H51 -0.33 -3.16 4.90  0.33
H52 -1.01 -1.60 4.77  0.32
O13 -2.72 1.72 -0.03  -0.23
C25 -3.18 2.49 -0.83  0.77
O14 -3.83 1.99 -1.99  -0.42
C26 -3.95 0.64 -2.28  0.50
C27 -4.52 0.46 -3.71  -1.13
C28 -3.14 3.99 -0.77  -1.62
H53 -4.67 0.23 -1.57  0.29
H54 -2.87 0.28 -2.27  -0.13
H55 -4.78 -0.57 -3.77  0.33
H56 -3.65 0.88 -4.45  0.12
H57 -5.65 0.83 -3.95  0.34
H58 -2.73 4.44 -1.68  0.28
H59 -2.62 4.38 0.03  0.37
H60 -4.05 4.40 -0.57  0.55
O15 0.48 1.30 2.15  0.12
C29 0.54 1.39 3.33  0.66
O16 -0.63 1.49 4.14  -0.37
C30 -1.84 1.23 3.53  0.59
C31 -3.04 1.42 4.57  -0.97
C32 1.88 1.77 4.04  -1.86
H61 -2.03 0.14 3.20  -0.17
H62 -2.00 2.00 2.64  0.01
H63 -2.67 0.75 5.35  0.40
H64 -3.97 0.90 4.17  -0.10
H65 -3.18 2.57 4.68  0.34
H66 2.06 2.76 4.32  0.51
H67 2.66 1.42 3.62  0.30
H68 2.09 1.11 4.85  0.49
C33 -4.02 -3.57 -1.88  -1.17
C34 -2.69 -3.11 -1.35  0.60
O17 -2.22 -1.84 -1.55  -0.08
C35 -1.94 -4.11 -0.48  -0.59
H69 -4.53 -3.63 -1.02  0.48
H70 -4.08 -4.70 -2.37  0.35
H71 -4.41 -2.72 -2.62  0.03
H72 -2.56 -4.96 -0.41  0.55
H73 -1.58 -3.68 0.55  0.01
H74 -0.96 -4.27 -0.93  -0.06


[2]
ORCA calculation (ωB97M-V/def2-TZVPD) on a molecular structure, C49H35AsCrN6S2Se at a distorted geometry.

Results
HOMO (alpha / beta)   -0.3529 / -0.3649 Ha
LUMO (alpha / beta)   -3.8 / -3.8 eV
Net charge   +1
Spin multiplicity   4
Frontier orbital gap (alpha / beta)   5.851 / 6.137 eV
Energy above the lowest of the compared OMol25 structures with the same formula, charge and spin   0.0000 eV

Last column: Löwdin spin population.
Element x y z (Å)
Cr1 -0.13 -0.10 -0.34  2.89
Se1 -6.14 4.55 -0.26  0.00
N1 -4.59 4.57 0.57  0.00
C1 -3.89 3.56 0.13  0.00
C2 -2.55 3.25 0.58  0.00
C3 -1.86 4.00 1.53  0.01
C4 -0.59 3.60 1.90  0.00
C5 -0.06 2.45 1.34  0.01
N2 -0.70 1.71 0.43  0.00
C6 -1.93 2.11 0.04  0.01
C7 -2.57 1.31 -0.98  0.01
N3 -1.85 0.27 -1.47  0.01
C8 -2.37 -0.44 -2.46  0.01
C9 -3.63 -0.20 -2.98  0.00
C10 -4.39 0.84 -2.47  0.01
C11 -3.85 1.62 -1.46  0.00
C12 -4.53 2.76 -0.88  0.00
N4 -5.74 3.12 -1.21  0.00
H1 -2.34 4.88 1.95  0.00
H2 -0.02 4.15 2.63  0.00
H3 0.92 2.10 1.64  0.00
H4 -1.76 -1.24 -2.85  0.00
H5 -4.02 -0.82 -3.78  0.00
H6 -5.38 1.06 -2.85  0.00
S1 0.76 -1.20 -2.18  -0.02
C13 2.47 -1.55 -1.90  0.00
C14 3.05 -2.68 -2.47  0.00
C15 4.37 -2.99 -2.18  0.00
C16 5.13 -2.18 -1.35  0.00
C17 4.56 -1.04 -0.81  0.00
C18 3.24 -0.72 -1.10  0.00
As1 2.25 0.79 -0.43  -0.03
C19 3.55 1.94 0.48  -0.01
C20 4.10 1.56 1.71  0.00
C21 4.95 2.42 2.38  0.00
C22 5.25 3.67 1.84  0.00
C23 4.70 4.05 0.63  0.00
C24 3.84 3.20 -0.05  0.00
C25 2.08 1.78 -2.11  0.00
C26 2.99 1.59 -3.14  0.00
C27 2.80 2.22 -4.36  0.00
C28 1.71 3.05 -4.56  0.00
C29 0.82 3.27 -3.53  0.00
C30 1.01 2.64 -2.30  0.00
H7 2.46 -3.31 -3.12  0.00
H8 4.81 -3.88 -2.62  0.00
H9 6.15 -2.44 -1.13  0.00
H10 5.14 -0.37 -0.18  0.00
H11 3.85 0.59 2.12  0.00
H12 5.39 2.12 3.32  0.00
H13 5.91 4.34 2.37  0.00
H14 4.93 5.02 0.21  0.00
H15 3.42 3.50 -1.00  0.00
H16 3.84 0.94 -2.99  0.00
H17 3.51 2.06 -5.16  0.00
H18 1.56 3.52 -5.52  0.00
H19 -0.03 3.93 -3.66  0.00
H20 0.32 2.85 -1.49  0.00
S2 -2.17 -5.08 -1.25  0.00
C31 -1.14 -3.72 -0.99  0.00
N5 -1.68 -2.64 -0.53  0.01
C32 -3.04 -2.84 -0.34  0.00
C33 -3.95 -1.90 0.14  0.00
C34 -5.29 -2.24 0.21  0.00
C35 -5.74 -3.50 -0.17  0.00
C36 -4.85 -4.46 -0.62  0.00
C37 -3.51 -4.11 -0.70  0.00
H21 -0.10 -3.80 -1.27  0.00
H22 -3.60 -0.93 0.47  0.00
H23 -6.00 -1.51 0.58  0.00
H24 -6.80 -3.73 -0.11  0.00
H25 -5.19 -5.45 -0.90  0.00
C38 3.58 -2.76 2.77  0.00
C39 2.93 -3.23 1.64  0.00
C40 1.78 -2.59 1.18  0.00
C41 1.27 -1.48 1.84  0.01
C42 1.93 -1.01 2.98  0.00
C43 3.08 -1.65 3.43  0.00
N6 0.07 -0.84 1.41  0.05
C44 -1.07 -1.14 2.18  0.01
C45 -1.99 -0.15 2.54  0.01
C46 -3.15 -0.47 3.24  0.00
C47 -3.40 -1.78 3.62  0.01
C48 -2.47 -2.76 3.31  0.00
C49 -1.32 -2.45 2.61  0.01
H26 4.47 -3.26 3.13  0.00
H27 3.30 -4.10 1.12  0.00
H28 1.26 -2.96 0.32  0.00
H29 1.52 -0.16 3.51  0.00
H30 3.58 -1.28 4.32  0.00
H31 -1.78 0.89 2.32  0.00
H32 -3.85 0.32 3.49  0.00
H33 -4.31 -2.03 4.15  0.00
H34 -2.66 -3.78 3.61  0.00
H35 -0.61 -3.23 2.36  0.00


[3]
ORCA calculation (ωB97M-V/def2-TZVPD) on a molecular structure, C17H34NO2PSiV at a distorted geometry.

Results
HOMO (alpha / beta)   -0.1472 / -0.1484 Ha
LUMO (alpha / beta)   0.4 / 0.4 eV
Spin multiplicity   2
Frontier orbital gap (alpha / beta)   4.385 / 4.399 eV

Last column: Löwdin spin population.
Element x y z (Å)
V1 0.94 -1.28 0.83  0.95
Si1 2.41 0.74 1.41  0.01
P1 -0.68 3.39 -0.82  0.00
N1 1.40 -1.32 -0.84  -0.03
H1 -1.58 3.00 0.19  0.00
C1 -1.58 4.32 -2.07  0.00
H2 -0.97 5.21 -2.25  0.00
H3 -2.58 4.60 -1.70  0.00
H4 -1.66 3.72 -2.99  0.00
C2 0.45 4.61 -0.11  0.00
H5 0.53 5.45 -0.81  0.00
H6 1.45 4.21 0.08  0.00
H7 -0.02 4.99 0.82  0.00
C3 0.05 1.96 -1.62  0.00
H8 0.30 2.25 -2.65  0.00
H9 -0.66 1.12 -1.65  0.00
H10 0.96 1.61 -1.10  0.00
C4 2.52 1.55 3.06  0.00
H11 1.73 1.14 3.70  0.00
H12 2.41 2.63 2.94  0.00
H13 3.49 1.33 3.50  0.00
H14 3.30 -0.50 1.44  0.02
H15 2.81 1.62 0.29  0.00
C5 1.86 -1.90 -1.94  0.01
C6 1.36 -2.93 -4.10  0.00
C7 0.92 -2.42 -2.89  -0.01
C8 3.25 -1.96 -2.26  -0.01
C9 3.67 -2.47 -3.49  0.00
C10 2.73 -2.94 -4.42  -0.01
H16 0.62 -3.27 -4.83  0.00
H17 -0.14 -2.36 -2.61  0.00
H18 3.96 -1.57 -1.52  0.00
H19 4.73 -2.45 -3.75  0.00
H20 3.07 -3.33 -5.38  0.00
C11 -0.62 1.26 1.46  0.00
O1 0.53 0.59 1.24  -0.01
C12 -1.84 0.62 0.98  0.00
H21 -2.68 1.32 1.07  0.00
H22 -2.12 -0.25 1.60  0.00
H23 -1.76 0.31 -0.08  0.00
C13 -0.65 2.30 2.49  0.00
H24 -1.53 2.93 2.31  0.00
H25 0.24 2.94 2.53  0.00
H26 -0.83 1.86 3.49  0.00
C14 -2.12 -3.96 1.81  0.00
C15 -1.13 -4.10 2.98  0.00
C16 -0.30 -2.82 3.01  0.01
O2 -0.59 -2.11 1.72  0.03
C17 -1.54 -2.90 0.87  0.01
H27 -2.28 -4.88 1.25  0.00
H28 -3.09 -3.64 2.20  0.00
H29 -0.47 -4.96 2.84  0.00
H30 -1.65 -4.25 3.94  0.00
H31 -0.62 -2.13 3.80  0.00
H32 0.78 -2.99 3.04  0.00
H33 -0.97 -3.34 0.05  0.00
H34 -2.30 -2.20 0.50  0.00


[4]
ORCA calculation (ωB97M-V/def2-TZVPD) on 2 unconnected molecules or ions with the total composition C6H6N2O2 at a distorted geometry.

Results
HOMO   -0.3690 Ha
LUMO   -0.1 eV
Frontier orbital gap   9.979 eV
Energy above the lowest of the compared OMol25 structures with the same formula, charge and spin   5.2384 eV
SMILES   O=c1cc[nH]c(=O)[nH]1.C#C

Last column: natural (NBO) charge in e.
Element x y z (Å)
C1 0.96 1.23 2.05  -0.31
C2 1.81 1.12 2.94  -0.26
C3 -0.91 -0.37 -2.16  0.65
C4 -1.12 0.85 -1.34  -0.32
C5 -0.67 0.85 -0.09  -0.02
C6 0.39 -1.44 -0.31  0.78
H1 0.15 0.83 1.23  0.24
H2 2.59 1.11 3.72  0.25
H3 -0.12 -2.13 -2.21  0.44
H4 -1.72 1.64 -1.78  0.26
H5 -0.92 1.66 0.71  0.29
H6 0.09 -0.61 1.50  0.49
N1 -0.04 -1.35 -1.56  -0.64
N2 0.02 -0.35 0.41  -0.69
O1 -1.44 -0.58 -3.22  -0.55
O2 0.94 -2.47 0.11  -0.61


[5]
ORCA calculation (ωB97M-V/def2-TZVPD) on a molecular structure, C45H45F2N9PSSr at a distorted geometry.

Results
HOMO   -0.3442 Ha
LUMO   -2.3 eV
Net charge   +1
Frontier orbital gap   7.051 eV

Last column: natural (NBO) charge in e.
Element x y z (Å)
Sr1 0.03 -0.67 -0.74  1.75
C1 -2.98 -1.59 -1.51  -0.28
N1 -2.06 -0.42 -1.60  -0.72
C2 -1.36 -0.29 -2.89  -0.33
C3 -0.40 -1.44 -3.19  0.36
N2 0.02 -2.32 -2.32  -0.60
C4 0.99 -3.09 -2.99  0.15
C5 1.80 -4.12 -2.53  -0.19
C6 2.71 -4.65 -3.41  -0.21
C7 2.83 -4.16 -4.73  -0.19
C8 2.03 -3.14 -5.20  -0.23
C9 1.11 -2.62 -4.30  0.09
N3 0.20 -1.57 -4.40  -0.51
C10 -3.11 -2.05 -0.09  0.35
N4 -2.33 -2.96 0.43  -0.46
C11 -2.82 -3.14 1.73  0.06
C12 -2.42 -4.04 2.72  -0.20
C13 -3.09 -4.01 3.93  -0.22
C14 -4.16 -3.12 4.16  -0.20
C15 -4.59 -2.25 3.18  -0.25
C16 -3.90 -2.29 1.96  0.16
N5 -4.06 -1.59 0.78  -0.55
H1 -2.54 -2.41 -2.06  0.25
H2 -3.96 -1.39 -1.94  0.21
H3 -2.55 0.45 -1.40  0.41
H4 -0.75 0.64 -2.86  0.25
H5 -2.03 -0.16 -3.74  0.24
H6 1.71 -4.48 -1.51  0.24
H7 3.37 -5.44 -3.08  0.23
H8 3.57 -4.60 -5.39  0.23
H9 2.12 -2.78 -6.22  0.23
H10 0.02 -1.00 -5.21  0.43
H11 -1.62 -4.75 2.53  0.23
H12 -2.80 -4.70 4.72  0.23
H13 -4.66 -3.12 5.12  0.22
H14 -5.43 -1.58 3.34  0.22
H15 -4.78 -0.92 0.57  0.42
N6 -2.22 4.97 -0.30  -0.62
C17 -2.57 5.47 -1.58  0.22
C18 -2.73 6.83 -1.77  -0.24
C19 -3.06 7.32 -3.03  -0.19
C20 -3.20 6.46 -4.10  -0.21
C21 -3.02 5.09 -3.91  -0.19
C22 -2.72 4.60 -2.65  -0.26
S1 -2.53 2.87 -2.38  0.41
N7 -1.75 2.73 -0.87  -0.67
C23 -1.70 3.72 -0.07  0.43
C24 -1.01 3.56 1.26  0.14
C25 -1.31 4.38 2.33  -0.25
C26 -0.59 4.24 3.51  -0.15
C27 0.41 3.29 3.56  -0.24
C28 0.60 2.48 2.46  0.06
N8 -0.09 2.60 1.32  -0.41
H16 -1.99 5.67 0.38  0.41
H17 -2.60 7.51 -0.93  0.22
H18 -3.20 8.39 -3.16  0.23
H19 -3.45 6.84 -5.08  0.23
H20 -3.12 4.40 -4.74  0.22
H21 -2.12 5.10 2.28  0.22
H22 -0.80 4.87 4.36  0.23
H23 1.01 3.16 4.45  0.24
H24 1.34 1.69 2.48  0.22
F1 4.57 -4.05 0.96  -0.33
C29 4.20 -2.99 0.20  0.42
C30 2.95 -2.45 0.34  -0.38
C31 2.53 -1.34 -0.41  -0.45
C32 3.46 -0.81 -1.33  -0.20
C33 4.71 -1.41 -1.45  0.42
F2 5.63 -0.97 -2.36  -0.34
C34 5.12 -2.49 -0.70  -0.39
C35 3.07 0.40 -2.12  0.23
C36 3.96 1.13 -2.91  -0.25
C37 3.54 2.25 -3.60  -0.14
C38 2.22 2.67 -3.48  -0.28
C39 1.39 1.92 -2.68  0.03
N9 1.77 0.81 -2.03  -0.57
H25 2.27 -2.93 1.06  0.20
H26 6.10 -2.92 -0.82  0.25
H27 4.99 0.83 -2.99  0.25
H28 4.24 2.81 -4.21  0.22
H29 1.85 3.56 -3.98  0.23
H30 0.37 2.26 -2.52  0.19
C40 1.03 -2.94 5.10  -0.62
C41 0.81 -2.89 3.58  -0.71
P1 0.76 -1.22 2.80  0.76
C42 2.38 -0.55 3.43  -0.72
C43 3.27 0.23 2.43  -0.63
C44 -0.55 -0.40 3.85  -0.73
C45 -1.69 0.30 3.07  -0.59
H31 1.13 -3.98 5.43  0.22
H32 0.19 -2.50 5.64  0.20
H33 1.94 -2.42 5.40  0.21
H34 -0.13 -3.38 3.32  0.24
H35 1.60 -3.44 3.07  0.23
H36 2.93 -1.43 3.77  0.24
H37 2.18 0.04 4.33  0.22
H38 2.81 0.33 1.45  0.23
H39 4.21 -0.29 2.26  0.23
H40 3.52 1.23 2.81  0.20
H41 -0.07 0.31 4.52  0.22
H42 -0.98 -1.18 4.48  0.24
H43 -1.73 1.37 3.26  0.21
H44 -2.67 -0.12 3.35  0.22
H45 -1.59 0.18 1.99  0.18


[6]
ORCA calculation (ωB97M-V/def2-TZVPD) on a gas-phase ion, C2H4Br2N (charge +1) at a distorted geometry.

Results
HOMO (alpha / beta)   -0.5028 / -0.5030 Ha
LUMO (alpha / beta)   -5.6 / -5.6 eV
Net charge   +1
Frontier orbital gap (alpha / beta)   8.099 / 8.107 eV
Energy above the lowest of the compared OMol25 structures with the same formula, charge and spin   2.8800 eV

Last column: natural (NBO) charge in e.
Element x y z (Å)
C1 -0.82 0.31 -0.70  -0.11
C2 0.87 0.42 0.51  -0.17
N1 -0.01 -0.65 0.05  -0.62
Br1 -2.56 0.53 0.03  0.18
Br2 2.61 0.54 -0.02  0.28
H1 -0.85 0.53 -1.68  0.24
H2 0.66 0.86 1.47  0.26
H3 -0.61 -1.16 0.78  0.47
H4 0.70 -1.38 -0.44  0.47